a.
A molecular structure, C4H3O3. Source: OMol25; level of theory: ωB97M-V with the def2-TZVPD basis set.

Geometry as XYZ:
```
10
C4H3O3, DFT ωB97M-V with the def2-TZVPD basis set
C -1.045 0.190 -0.249
C -1.151 1.344 -0.053
C -0.299 -1.060 0.019
C 1.472 -1.126 0.812
O -0.357 -1.876 -0.896
O 0.084 -1.079 1.150
O -1.209 2.637 -0.048
H 1.444 -1.602 -0.233
H 1.753 -0.106 0.371
H -0.694 2.677 -0.874
```

Results
E_HOMO in eV: -2.146
Total charge: -1
Gap between HOMO and LUMO in eV: 5.29
2S+1: 1

b.
A gas-phase ion, C4H3O3 (charge -1). Source: OMol25; level of theory: ωB97M-V with the def2-TZVPD basis set.

Geometry as XYZ:
```
10
C4H3O3, DFT ωB97M-V with the def2-TZVPD basis set
C -0.954 0.869 -0.237
C 0.128 0.274 0.041
C -2.184 -0.264 0.258
C 0.682 -0.779 0.592
O -1.908 -1.329 -0.104
O -2.785 0.531 0.866
O 1.182 -1.919 -0.127
H -1.111 1.902 -0.516
H 0.847 -0.767 1.623
H 0.390 -2.414 -0.386
```

Results
E_HOMO in eV: -2.658
Total charge: -1
Gap between HOMO and LUMO in eV: 6.87
2S+1: 1
SMILES: O=C([O-])C=C=CO

Winner for stability: b

a.
A single H5N5 molecule. Source: OMol25; level of theory: ωB97M-V with the def2-TZVPD basis set.

Geometry as XYZ:
```
10
H5N5, DFT ωB97M-V with the def2-TZVPD basis set
N -0.301 -1.236 -0.553
N -0.196 -0.196 0.159
N -1.555 -1.496 -0.966
N 1.365 1.255 1.128
N 0.996 -0.041 0.761
H -2.229 -0.737 -0.883
H -1.576 -2.013 -1.832
H 0.786 1.552 1.910
H 1.226 1.921 0.365
H 1.771 -0.599 0.401
```

Results
E_HOMO in eV: -8.194
Total charge: 0
Gap between HOMO and LUMO in eV: 9.65
2S+1: 1
SMILES: N/N=N/NN

b.
2 unconnected molecules or ions with the total composition H5N5. Source: OMol25; level of theory: ωB97M-V with the def2-TZVPD basis set.

Geometry as XYZ:
```
10
H5N5, DFT ωB97M-V with the def2-TZVPD basis set
N 0.681 0.818 -0.010
N 0.365 1.923 -0.377
N 1.908 0.394 0.318
N -1.451 -0.304 0.285
N -2.008 0.890 0.251
H 2.733 0.901 -0.108
H 1.931 -0.557 0.431
H -1.333 -0.674 1.309
H -1.568 -1.001 -0.467
H -1.742 1.339 -0.618
```

Results
E_HOMO (spin up / spin down) in eV: -8.095 / -7.570
Total charge: 0
Gap between HOMO and LUMO (spin up / spin down) in eV: 9.01 / 7.71
2S+1: 1

Winner for stability: a

a.
A single C5H11NO2S molecule. Source: OMol25; level of theory: ωB97M-V with the def2-TZVPD basis set.

Geometry as XYZ:
```
20
C5H11NO2S, DFT ωB97M-V with the def2-TZVPD basis set
C -1.301 -0.181 0.558
C -2.525 0.321 -0.163
C -0.024 0.187 -0.216
C 1.242 -0.397 0.424
C 3.676 0.972 0.365
H -1.429 -1.970 -0.361
H -2.111 -1.987 1.143
H -1.333 0.082 1.594
H 0.092 1.251 -0.240
H -0.155 -0.206 -1.234
H 1.492 0.027 1.360
H 1.141 -1.449 0.679
H 4.673 1.083 -0.041
H 3.676 0.702 1.436
H 3.146 1.910 0.267
H -3.592 1.933 -0.154
N -1.226 -1.700 0.648
O -3.152 -0.310 -0.940
O -2.806 1.583 0.287
S 2.765 -0.317 -0.598
```

Results
E_HOMO in eV: -8.448
Total charge: 0
Gap between HOMO and LUMO in eV: 9.05
2S+1: 1
SMILES: CSCC[C@H](N)C(=O)O

b.
A molecular structure, C5H11NO2S. Source: OMol25; level of theory: ωB97M-V with the def2-TZVPD basis set.

Geometry as XYZ:
```
20
C5H11NO2S, DFT ωB97M-V with the def2-TZVPD basis set
C -0.103 -0.358 1.612
C 1.082 0.059 0.734
C -1.270 -0.634 0.586
C 0.716 -0.622 -0.632
C -0.456 2.720 -2.219
N -0.652 -0.380 -0.683
O -2.468 1.225 -1.870
O -1.348 2.287 0.145
S -1.249 1.703 -1.204
H 0.166 -1.238 2.233
H -0.159 0.530 2.228
H 1.227 1.195 0.544
H 1.952 -0.411 1.311
H -1.728 -1.601 0.657
H -1.926 0.263 0.765
H 1.038 -0.152 -1.537
H 1.044 -1.628 -0.627
H -0.449 2.130 -3.073
H 0.508 2.850 -1.837
H -1.045 -0.813 -1.580
```

Results
E_HOMO in eV: -9.201
Total charge: 0
Gap between HOMO and LUMO in eV: 9.09
2S+1: 1

Winner for stability: a

a.
A single C4H10NOP molecule. Source: OMol25; level of theory: ωB97M-V with the def2-TZVPD basis set.

Geometry as XYZ:
```
17
C4H10NOP, DFT ωB97M-V with the def2-TZVPD basis set
C -1.661 -1.859 0.272
C 1.297 0.052 1.753
C -0.799 1.373 -1.571
C 1.330 0.581 0.319
N -1.360 -0.658 0.326
O 0.278 -1.269 -1.728
P -0.133 -0.190 -0.761
H -2.653 -2.304 0.762
H -1.198 -2.558 -0.497
H 1.540 -0.972 1.766
H 2.189 0.450 2.375
H 0.262 0.400 2.151
H -1.545 1.065 -2.387
H -1.273 2.121 -1.020
H 0.139 1.824 -1.980
H 2.344 0.245 -0.126
H 1.244 1.700 0.346
```

Results
E_HOMO in eV: -9.821
Total charge: 0
Gap between HOMO and LUMO in eV: 10.61
2S+1: 1
SMILES: C=N[P@](C)(=O)CC

b.
A single C4H10NOP molecule. Source: OMol25; level of theory: ωB97M-V with the def2-TZVPD basis set.

Geometry as XYZ:
```
17
C4H10NOP, DFT ωB97M-V with the def2-TZVPD basis set
C 2.072 0.879 1.264
C -1.502 0.300 -0.245
C -2.909 0.080 0.118
C 1.557 -1.509 -0.407
N -0.570 -0.394 0.243
O 1.185 1.092 -1.323
P 1.073 0.196 0.031
H 1.793 2.005 1.272
H 1.968 0.221 2.103
H -1.449 1.136 -1.082
H -2.808 -0.204 1.166
H -3.628 0.979 -0.166
H -3.362 -0.834 -0.433
H 0.919 -1.988 -1.235
H 2.676 -1.569 -0.665
H 1.213 -2.188 0.475
H 1.770 1.796 -1.116
```

Results
E_HOMO in eV: -7.880
Total charge: 0
Gap between HOMO and LUMO in eV: 8.64
2S+1: 1
SMILES: C=[P@](C)(O)/N=C/C

Winner for stability: a

a.
2 unconnected molecules or ions with the total composition C2ClFNO3S. Source: OMol25; level of theory: ωB97M-V with the def2-TZVPD basis set.

Geometry as XYZ:
```
9
C2ClFNO3S, DFT ωB97M-V with the def2-TZVPD basis set
C -0.883 -1.189 -0.082
C -1.497 0.107 0.034
N -0.584 -2.297 -0.182
O -2.025 0.760 -0.808
O 1.209 1.048 -1.392
O 1.297 1.436 1.024
F -1.564 0.486 1.350
S 1.106 0.485 -0.057
Cl 2.941 -0.835 0.113
```

Results
E_HOMO in eV: -5.084
Total charge: -1
Gap between HOMO and LUMO in eV: 7.87
2S+1: 1

b.
A molecular structure, C2ClFNO3S. Source: OMol25; level of theory: ωB97M-V with the def2-TZVPD basis set.

Geometry as XYZ:
```
9
C2ClFNO3S, DFT ωB97M-V with the def2-TZVPD basis set
C 1.452 0.533 0.358
C 0.541 -0.354 -0.139
N 2.064 1.352 0.850
O -1.406 1.429 -0.564
O -1.151 0.241 1.507
O -2.074 -0.951 -0.458
F 1.297 -0.418 -1.896
S -1.265 0.127 0.034
Cl 0.543 -1.959 0.308
```

Results
E_HOMO in eV: -6.250
Total charge: -1
Gap between HOMO and LUMO in eV: 8.64
2S+1: 1

Winner for stability: a

a.
2 unconnected molecules or ions with the total composition C4H12O2S. Source: OMol25; level of theory: ωB97M-V with the def2-TZVPD basis set.

Geometry as XYZ:
```
19
C4H12O2S, DFT ωB97M-V with the def2-TZVPD basis set
C 1.100 -0.669 1.226
O 0.521 -0.111 2.465
C 1.192 0.284 0.008
C -0.213 0.630 -0.513
C -0.248 1.597 -1.794
S -0.394 0.448 -3.375
H 2.173 -0.921 1.489
H 0.589 -1.539 0.772
H -0.493 -0.127 2.276
H 1.804 -0.190 -0.867
H 1.877 1.174 0.154
H -0.741 1.253 0.191
H -0.742 -0.285 -0.572
H -0.961 2.431 -1.754
H 0.778 1.952 -2.217
H 0.775 -0.004 -3.151
H -2.885 -2.056 1.296
H -2.008 -2.091 2.604
O -2.123 -1.775 1.762
```

Results
E_HOMO in eV: -8.878
Total charge: 0
Gap between HOMO and LUMO in eV: 9.42
2S+1: 1
SMILES: OCCCCS.O

b.
2 unconnected molecules or ions with the total composition C4H12O2S. Source: OMol25; level of theory: ωB97M-V with the def2-TZVPD basis set.

Geometry as XYZ:
```
19
C4H12O2S, DFT ωB97M-V with the def2-TZVPD basis set
C 1.247 -1.284 -0.142
O 1.745 -2.511 0.353
C 1.265 -0.064 0.830
C -0.011 0.770 0.716
C -0.157 1.663 -0.531
S -0.786 0.754 -2.036
H 1.875 -1.031 -0.992
H 0.178 -1.433 -0.319
H 1.116 -2.938 0.936
H 2.115 0.588 0.605
H 1.341 -0.532 1.815
H -0.207 1.522 1.486
H -0.739 -0.024 0.828
H -0.857 2.480 -0.412
H 0.843 2.051 -0.718
H 0.268 1.198 -2.739
H -2.146 -0.358 3.312
H -2.161 0.933 2.480
O -2.130 -0.025 2.408
```

Results
E_HOMO in eV: -8.867
Total charge: 0
Gap between HOMO and LUMO in eV: 9.43
2S+1: 1
SMILES: OCCCCS.O

Winner for stability: b

a.
3 unconnected molecules or ions with the total composition C2H8O3. Source: OMol25; level of theory: ωB97M-V with the def2-TZVPD basis set.

Geometry as XYZ:
```
13
C2H8O3, DFT ωB97M-V with the def2-TZVPD basis set
C 1.364 -2.277 -1.281
C 1.108 -1.442 -0.213
O 0.668 -0.194 -0.468
H 1.249 -3.282 -1.106
H 1.078 -1.929 -2.339
H 1.426 -1.725 0.843
H 0.706 0.334 0.403
H -0.550 2.412 1.645
H 0.829 2.656 1.184
O 0.203 1.914 1.463
H -2.178 1.467 0.512
H -2.908 0.641 -0.634
O -2.996 1.426 -0.008
```

Results
E_HOMO in eV: -8.573
Total charge: 0
Gap between HOMO and LUMO in eV: 8.77
2S+1: 1
SMILES: C=CO.O.O

b.
3 unconnected molecules or ions with the total composition C2H8O3. Source: OMol25; level of theory: ωB97M-V with the def2-TZVPD basis set.

Geometry as XYZ:
```
13
C2H8O3, DFT ωB97M-V with the def2-TZVPD basis set
C -0.736 -1.496 -0.868
C 0.355 -0.664 -0.985
O 0.570 0.378 -0.196
H -0.843 -2.108 -1.795
H -1.363 -1.607 0.080
H 1.105 -0.653 -1.736
H 0.570 0.133 0.702
H 3.384 1.051 2.597
H 3.111 -0.504 2.185
O 2.729 0.359 2.459
H -2.577 1.258 -1.331
H -3.086 2.375 -0.500
O -3.219 1.478 -0.612
```

Results
E_HOMO in eV: -8.980
Total charge: 0
Gap between HOMO and LUMO in eV: 9.64
2S+1: 1
SMILES: C=CO.O.O

Winner for stability: a

a.
2 unconnected molecules or ions with the total composition CH3FOS2. Source: OMol25; level of theory: ωB97M-V with the def2-TZVPD basis set.

Geometry as XYZ:
```
8
CH3FOS2, DFT ωB97M-V with the def2-TZVPD basis set
C -0.377 -0.905 -0.097
O -0.656 1.639 -0.895
F 2.263 0.666 -0.623
S 0.094 1.418 1.906
S 0.044 0.864 0.081
H -0.471 -1.133 -1.153
H 0.421 -1.482 0.356
H -1.317 -1.068 0.424
```

Results
E_HOMO (spin up / spin down) in eV: -10.807 / -10.804
Total charge: 0
Gap between HOMO and LUMO (spin up / spin down) in eV: 8.18 / 8.18
2S+1: 1

b.
2 unconnected molecules or ions with the total composition CH3FOS2. Source: OMol25; level of theory: ωB97M-V with the def2-TZVPD basis set.

Geometry as XYZ:
```
8
CH3FOS2, DFT ωB97M-V with the def2-TZVPD basis set
C 0.198 0.131 0.130
O 2.089 0.432 -1.852
F 2.338 -2.482 0.014
S 2.998 1.006 0.913
S 1.956 0.104 -0.450
H -0.311 -0.684 -0.291
H 0.482 0.064 1.203
H -0.121 1.088 -0.221
```

Results
E_HOMO (spin up / spin down) in eV: -10.396 / -10.393
Total charge: 0
Gap between HOMO and LUMO (spin up / spin down) in eV: 6.84 / 6.84
2S+1: 1

Winner for stability: a